(1)
Computed, not measured: a cluster of 12 separate species, H24O12 in total, with ωB97M-V with the def2-TZVPD basis set.

Summary:
Calculated total energy: -917.2662 Eh
Energy relative to the best compared isomer or geometry (same formula, charge and spin): 37.12 kcal/mol
Max |F|: 0.81 eV/Å
HOMO-LUMO gap: 9.363 eV
E_HOMO: -0.3706 hartree
SMILES string: O.O.O.O.O.O.O.O.O.O.O.O
E_LUMO: -0.7 eV

The geometry in XYZ format:
```
36
H24O12 (ωB97M-V with the def2-TZVPD basis set)
O -2.22979 -0.87367 -0.62495
H -1.96914 -0.95543 0.29244
H -2.50813 -1.75477 -0.87479
O -2.73159 1.61921 -1.94968
H -1.80562 1.59553 -1.70833
H -3.04082 0.72532 -1.80282
O 0.70283 3.60976 0.46965
H 1.41338 3.84399 1.06672
H 0.14921 3.01594 0.97672
O 1.95064 -2.39547 -1.70139
H 1.45694 -2.70049 -0.94017
H 2.59401 -1.78503 -1.34129
O 0.26105 -3.35284 0.13933
H 0.76035 -3.93823 0.70876
H -0.20422 -2.77185 0.74117
O 3.53388 0.31113 -0.32003
H 2.66737 0.12387 0.04096
H 4.12854 0.22188 0.42471
O 0.03444 2.30662 -1.96491
H -0.02624 3.02719 -2.59207
H 0.17863 2.73455 -1.12092
O 1.23128 1.42926 3.81570
H 0.71452 1.36304 3.01270
H 0.77825 2.09062 4.33877
O -0.12922 -1.83910 -3.63500
H 0.47089 -1.35087 -3.07133
H 0.37272 -2.60509 -3.91346
O -1.02896 1.69641 1.57107
H -1.57191 1.10081 2.08750
H -1.56650 2.48150 1.46656
O -1.64074 -2.00102 1.74925
H -1.34796 -1.89065 2.65387
H -2.25967 -2.73035 1.78461
O 0.59074 -0.20446 0.16235
H -0.07348 -0.78270 -0.21272
H 0.14423 0.63522 0.27101
```

***

(2)
Computed, not measured: a structure of composition C43H39CdCl2FN5O4, with ωB97M-V with the def2-TZVPD basis set.

Summary:
Calculated total energy: -3424.8096 Eh
Energy relative to the best compared isomer or geometry (same formula, charge and spin): 7.18 kcal/mol
Max |F|: 0.52 eV/Å
HOMO-LUMO gap: 6.605 eV
E_HOMO: -0.1631 hartree
Total charge: -1
E_LUMO: 2.2 eV

The geometry in XYZ format:
```
95
C43H39CdCl2FN5O4 (ωB97M-V with the def2-TZVPD basis set)
Cd 1.03093 -1.05274 0.63762
N 2.96490 -2.38908 -1.87603
C 4.05535 -1.93805 -1.16201
C 4.96082 -1.05063 -1.75675
C 6.09438 -0.62239 -1.08846
C 6.36634 -1.07618 0.19596
C 5.47144 -1.96095 0.78892
C 4.31816 -2.39563 0.14714
C 3.38344 -3.34641 0.81662
C 3.87490 -4.60072 1.18784
C 3.04236 -5.53763 1.78242
C 1.70728 -5.21841 1.98970
C 1.22972 -3.96763 1.61406
C 2.04314 -2.98913 1.02881
H 2.68622 -1.80893 -2.64999
H 2.16282 -2.72808 -1.35871
H 4.75204 -0.69125 -2.75956
H 6.77002 0.07155 -1.57646
H 7.25314 -0.74963 0.72587
H 5.65569 -2.32669 1.79481
H 4.91601 -4.84252 0.99652
H 3.42807 -6.51074 2.06562
H 1.03604 -5.94560 2.43491
H 0.17971 -3.74854 1.78947
C -5.13231 -2.13694 -4.53353
C -5.52211 -1.38920 -3.26485
C -6.49800 -0.27040 -3.59175
C -6.86076 0.51101 -2.34259
C -5.61367 1.06618 -1.71443
C -5.62851 2.23907 -0.99520
C -4.45942 2.70354 -0.40629
F -4.51963 3.85099 0.30941
C -3.27638 2.03966 -0.52726
C -3.22857 0.85726 -1.27338
C -1.92014 0.15396 -1.40177
O -0.89116 0.72536 -1.04679
C -2.01338 -1.17096 -1.96939
C -3.18683 -1.54508 -2.53615
N -4.34031 -0.83135 -2.57016
C -4.39838 0.36554 -1.85981
C -0.90015 -2.22130 -2.03466
O -1.09942 -3.15831 -2.82042
O 0.09094 -2.07083 -1.26709
H -6.03851 -2.36117 -5.09895
H -4.62334 -3.07854 -4.33968
H -4.47929 -1.51995 -5.15412
H -6.01956 -2.08507 -2.57870
H -7.38317 -0.71262 -4.05087
H -6.03909 0.39436 -4.33106
H -7.36378 -0.15771 -1.63539
H -7.55882 1.31929 -2.56493
H -6.54790 2.79941 -0.87165
H -2.37877 2.38860 -0.04298
H -3.18869 -2.51443 -3.01402
C 4.06442 1.09182 4.05606
C 3.13989 1.65269 4.92566
C 1.78924 1.46258 4.69772
C 1.37498 0.68106 3.60959
N 2.27725 0.17028 2.76934
C 3.57569 0.36986 2.97893
C -0.06768 0.38009 3.32218
C -1.02130 0.67529 4.30474
C -2.36114 0.39039 4.10367
C -2.74933 -0.20932 2.91274
C -1.79465 -0.50312 1.94853
C -0.43064 -0.21630 2.10255
H 5.13063 1.21612 4.19455
H 3.46628 2.24732 5.77072
H 1.06509 1.91865 5.35668
H 4.24402 -0.07003 2.24334
H -0.72774 1.11193 5.25180
H -3.08811 0.61909 4.87386
H -3.79193 -0.45649 2.74195
H -2.13452 -0.98148 1.03387
N 2.52433 0.78901 -0.37874
C 2.09494 1.73196 0.14381
N 1.63040 2.82914 0.70769
C 2.46888 3.66580 1.56109
C 2.09627 5.11030 1.29294
O 0.71107 5.32936 1.50210
C -0.08237 4.51495 0.64323
C 0.19330 3.04498 0.87008
H 3.51827 3.47405 1.34497
H 2.27580 3.42113 2.60952
H 2.36097 5.37170 0.25972
H 2.62549 5.77589 1.97410
H 0.12411 4.77666 -0.40249
H -1.12240 4.74689 0.86926
H -0.32955 2.40227 0.16520
H -0.10254 2.75460 1.88368
Cl 1.02713 0.33200 -3.37217
C 1.71062 0.51431 -4.96912
Cl 2.64688 -0.91272 -5.48708
H 2.39185 1.35609 -4.96995
H 0.91230 0.65682 -5.68617
```

***

(3)
Computed, not measured: a cluster of 3 separate species, C5H12N2 in total, with ωB97M-V with the def2-TZVPD basis set.

Summary:
Calculated total energy: -307.0352 Eh
Energy relative to the best compared isomer or geometry (same formula, charge and spin): 121.83 kcal/mol
Max |F|: 0.88 eV/Å
HOMO-LUMO gap (spin up / spin down): 7.379 / 7.722 eV
E_HOMO (spin up / spin down): -0.2788 / -0.2929 hartree
E_LUMO (spin up / spin down): -0.2 / -0.2 eV

The geometry in XYZ format:
```
19
C5H12N2 (ωB97M-V with the def2-TZVPD basis set)
C 1.39363 0.39507 -0.72706
C -0.44702 -1.85104 -0.18386
C -0.40774 1.95560 -0.01396
C -0.90876 -0.53110 -0.11854
C -0.05399 0.54494 -0.34722
N -2.16590 -0.32859 0.48611
N 1.96321 0.31381 0.61453
H -2.55321 0.59449 0.37798
H -2.84388 -1.04205 0.26587
H 2.75573 -0.32838 0.59000
H 1.31306 -1.04394 1.20580
H 1.57319 -0.48263 -1.35674
H 1.75587 1.27574 -1.27388
H -1.11628 -2.66369 0.07239
H 0.78414 -1.74093 1.07741
H 0.35380 -2.10127 -0.85989
H 0.42516 2.40522 0.53701
H -0.52217 2.53305 -0.94011
H -1.29883 2.09570 0.59415
```

***

(4)
Computed, not measured: a cluster of 2 separate species, CH8N2O3 in total, with ωB97M-V with the def2-TZVPD basis set.

Summary:
Calculated total energy: -377.9384 Eh
Energy relative to the best compared isomer or geometry (same formula, charge and spin): 156.35 kcal/mol
Max |F|: 2.25 eV/Å
HOMO-LUMO gap: 10.448 eV
E_HOMO: -0.3472 hartree
SMILES string: CONO.NO
E_LUMO: 1.0 eV

The geometry in XYZ format:
```
14
CH8N2O3 (ωB97M-V with the def2-TZVPD basis set)
C -2.03615 -0.52121 -0.12495
O -1.01238 0.35209 0.32346
N -0.08206 -0.26824 1.35150
O 0.61186 -1.30182 0.76386
H -2.78348 -0.67264 0.65996
H -1.61563 -1.48994 -0.41268
H -2.50659 -0.04411 -0.98413
H -0.70105 -0.71740 2.03766
H 1.15025 -0.78884 -0.00440
N 2.09470 1.53268 -0.71898
O 1.25624 0.40774 -1.03445
H 2.41800 1.38729 0.23763
H 2.89640 1.44154 -1.34030
H 0.30991 0.68285 -0.75418
```